Below is a 8-piece molecular cluster, C49H51ClN7O15S overall in a non-equilibrium geometry, with properties calculated with the ωB97M-V functional and the def2-TZVPD basis.

Its spin multiplicity is 1. The charge is +1. The HOMO energy is -0.4009 Ha. As for the orbital gap: 7.522 eV.

```
124
Properties=species:S:1:pos:R:3:mulliken_charge:R:1
C 8.48 3.53 -5.03 -1.107
C 7.96 4.73 -4.20 -0.338
C 7.09 5.69 -5.01 -0.812
C 5.63 5.34 -5.13 -0.224
O 5.36 4.24 -6.07 -0.149
S 5.20 2.77 -5.50 0.393
C 3.47 2.47 -5.06 -0.762
C 2.81 3.44 -4.08 -0.620
C 3.03 3.05 -2.63 0.080
Cl 4.60 3.62 -1.96 -0.195
H 8.08 3.56 -6.04 0.262
H 8.14 2.59 -4.59 0.283
H 9.56 3.48 -5.09 0.371
H 7.44 4.40 -3.31 0.250
H 8.83 5.27 -3.86 0.341
H 7.54 5.84 -5.99 0.351
H 7.11 6.66 -4.53 0.408
H 5.21 5.16 -4.14 0.199
H 5.11 6.20 -5.54 0.332
H 5.78 2.78 -4.28 0.124
H 3.50 1.49 -4.61 0.515
H 2.93 2.37 -5.99 0.459
H 3.07 4.46 -4.29 0.357
H 1.74 3.35 -4.25 0.294
H 2.26 3.49 -2.02 -0.186
H 3.02 1.97 -2.54 0.417
C 0.22 2.65 2.79 -0.176
C -1.16 2.54 2.63 -0.172
C -1.76 3.05 1.49 -0.496
C -0.97 3.63 0.52 -0.215
C 0.40 3.74 0.66 -0.224
C 1.00 3.25 1.81 -0.863
N -1.59 4.14 -0.71 1.059
O -2.79 4.06 -0.81 -0.601
O -0.86 4.60 -1.57 -0.638
H 0.69 2.26 3.68 0.378
H -1.76 2.07 3.39 0.420
H -2.83 2.97 1.35 0.482
H 1.00 4.20 -0.11 0.521
H 2.07 3.32 1.94 0.448
C -0.44 -3.35 4.95 -0.628
C -1.52 -2.48 4.91 -0.624
C -1.32 -1.13 5.13 -0.183
C -0.04 -0.67 5.39 0.009
C 1.04 -1.53 5.44 -0.279
C 0.84 -2.87 5.21 -0.666
N 0.18 0.77 5.57 1.074
O -0.79 1.50 5.53 -0.619
O 1.32 1.15 5.74 -0.639
H -0.59 -4.41 4.77 0.568
H -2.51 -2.85 4.71 0.560
H -2.16 -0.45 5.10 0.475
H 2.03 -1.15 5.64 0.483
H 1.68 -3.55 5.24 0.446
C 0.13 -1.72 -2.32 -0.602
C 0.74 -2.74 -1.60 -0.470
C 0.97 -2.59 -0.24 -0.462
C 0.56 -1.42 0.38 -0.067
C -0.06 -0.40 -0.32 -0.270
C -0.27 -0.55 -1.68 -0.492
N 0.82 -1.26 1.82 0.902
O 1.42 -2.14 2.39 -0.568
O 0.43 -0.23 2.35 -0.350
H -0.05 -1.84 -3.38 0.462
H 1.05 -3.65 -2.10 0.400
H 1.46 -3.37 0.32 0.479
H -0.36 0.51 0.18 0.478
H -0.74 0.23 -2.25 0.635
C -2.98 -6.41 10.06 -0.516
C -4.34 -6.50 9.83 -0.306
C -4.88 -6.00 8.65 -0.360
C -4.04 -5.41 7.73 -0.277
C -2.67 -5.30 7.95 -0.059
C -2.14 -5.81 9.12 -0.536
N -4.60 -4.89 6.48 1.008
O -5.80 -4.97 6.32 -0.605
O -3.83 -4.41 5.67 -0.638
H -2.56 -6.81 10.97 0.381
H -4.99 -6.97 10.55 0.418
H -5.94 -6.07 8.47 0.656
H -2.03 -4.84 7.21 0.428
H -1.08 -5.74 9.31 0.391
C -5.25 3.24 -4.97 -0.460
C -5.24 2.10 -5.77 -0.416
C -4.10 1.31 -5.84 -0.453
C -2.99 1.68 -5.10 0.048
C -2.98 2.81 -4.31 -0.266
C -4.12 3.59 -4.24 -0.448
N -1.79 0.84 -5.16 1.008
O -1.81 -0.14 -5.88 -0.607
O -0.83 1.16 -4.47 -0.507
H -6.14 3.85 -4.91 0.395
H -6.11 1.82 -6.34 0.381
H -4.08 0.43 -6.46 0.469
H -2.10 3.09 -3.74 0.453
H -4.13 4.48 -3.62 0.425
C -11.79 -5.59 9.33 -0.439
C -11.84 -6.76 8.58 -0.397
C -10.72 -7.54 8.43 -0.460
C -9.55 -7.15 9.06 0.165
C -9.47 -5.99 9.81 -0.219
C -10.61 -5.21 9.94 -0.492
N -8.35 -7.99 8.92 0.977
O -8.43 -8.99 8.24 -0.601
O -7.34 -7.64 9.51 -0.572
H -12.68 -4.98 9.45 0.379
H -12.77 -7.05 8.10 0.376
H -10.75 -8.45 7.85 0.446
H -8.55 -5.70 10.29 0.455
H -10.56 -4.30 10.53 0.369
C 7.64 4.54 -10.33 -0.599
C 8.66 3.88 -11.02 -0.374
C 8.74 2.50 -10.98 -0.437
C 7.81 1.79 -10.24 0.071
C 6.80 2.43 -9.55 -0.423
C 6.72 3.81 -9.59 -0.277
N 7.88 0.32 -10.21 1.035
O 8.78 -0.21 -10.81 -0.588
O 7.02 -0.26 -9.57 -0.616
H 7.58 5.61 -10.37 0.392
H 9.38 4.45 -11.59 0.395
H 9.53 1.98 -11.51 0.466
H 6.08 1.85 -8.98 0.487
H 5.93 4.32 -9.05 0.452
```

---

Below is a 12-piece molecular cluster, C44H118N14O20 overall in a non-equilibrium geometry, with properties calculated with the ωB97M-V functional and the def2-TZVPD basis.

Its spin multiplicity is 2. The charge is +1. The HOMO energy (alpha / beta) is -0.3728 / -0.3728 Ha. As for the orbital gap (alpha / beta): 7.948 / 2.980 eV.

```
196
Properties=species:S:1:pos:R:3:lowdin_spin:R:1
C 3.68 21.21 -16.77 0.000
O 3.81 22.27 -16.17 0.000
N 3.77 21.06 -18.08 0.000
N 3.43 20.06 -16.23 0.000
H 4.01 21.76 -18.77 0.000
H 3.45 20.21 -18.53 0.000
H 3.48 19.24 -16.81 0.000
H 3.39 20.13 -15.22 0.000
C 6.69 22.68 -13.96 0.000
O 7.14 23.40 -14.82 0.000
N 7.17 22.64 -12.75 0.000
N 5.63 21.91 -14.16 0.000
H 7.71 23.42 -12.40 0.000
H 6.87 21.94 -12.09 0.000
H 5.06 22.09 -14.97 0.000
H 5.38 21.30 -13.39 0.000
C 3.94 31.55 -16.84 0.000
O 4.09 32.02 -17.90 0.000
N 3.74 32.32 -15.77 0.000
N 3.99 30.29 -16.68 0.000
H 3.86 33.30 -15.99 0.000
H 3.49 32.02 -14.84 0.000
H 3.90 29.64 -17.45 0.000
H 4.11 29.91 -15.75 0.000
C 1.16 28.40 -18.71 0.000
O 2.29 28.37 -18.27 0.000
N 0.15 29.08 -18.19 0.000
N 0.74 27.79 -19.78 0.000
H 0.25 29.51 -17.28 0.000
H -0.79 29.06 -18.56 0.000
H 1.36 27.17 -20.28 0.000
H -0.23 27.56 -19.93 0.000
C 8.02 24.85 -24.58 0.000
O 8.13 24.49 -23.20 0.006
C 8.68 25.45 -22.43 0.001
C 8.56 25.00 -20.97 0.001
N 9.14 26.08 -20.10 0.002
C 9.02 25.91 -18.68 0.000
C 9.76 27.02 -17.91 0.000
O 11.07 27.12 -18.21 0.000
C 11.75 28.15 -17.49 0.000
H 8.97 25.01 -25.09 0.000
H 7.47 25.79 -24.56 0.000
H 7.50 24.16 -25.24 0.000
H 8.16 26.40 -22.54 0.000
H 9.74 25.59 -22.65 0.000
H 8.96 24.02 -20.71 0.000
H 7.49 24.87 -20.82 0.001
H 10.13 26.15 -20.32 0.000
H 9.54 24.98 -18.44 0.000
H 7.97 25.69 -18.48 0.000
H 9.60 26.65 -16.90 0.000
H 9.45 28.04 -18.11 0.000
H 11.81 27.80 -16.46 0.000
H 11.15 29.06 -17.49 0.000
H 12.70 28.49 -17.88 0.000
C 0.97 22.66 -19.99 0.000
O 0.26 23.48 -19.03 0.000
C 0.76 23.38 -17.73 0.000
C -0.11 24.30 -16.87 0.000
N -1.52 23.88 -16.87 0.000
C -2.34 24.86 -16.10 0.000
C -3.77 24.33 -16.16 0.000
O -4.32 24.72 -17.42 0.000
C -5.60 24.18 -17.56 0.000
H 0.21 22.24 -20.66 0.000
H 1.51 21.83 -19.52 0.000
H 1.74 23.09 -20.63 0.000
H 1.81 23.68 -17.71 0.000
H 0.58 22.39 -17.32 0.000
H -0.01 25.36 -17.10 0.000
H 0.37 24.19 -15.90 0.000
H -1.88 24.00 -17.81 0.000
H -2.32 25.93 -16.32 0.000
H -1.98 24.77 -15.07 0.000
H -4.48 24.83 -15.51 0.000
H -3.93 23.27 -16.00 0.000
H -6.10 24.71 -18.37 0.000
H -6.26 24.18 -16.70 0.000
H -5.55 23.15 -17.90 0.000
C 14.40 18.27 -22.00 0.000
O 13.24 19.04 -22.01 0.000
C 12.07 18.27 -22.39 0.000
C 10.92 19.18 -22.31 0.000
N 10.47 19.29 -20.93 0.000
C 9.54 20.40 -20.64 0.000
C 9.33 20.71 -19.12 0.000
O 8.35 21.69 -18.95 0.000
C 8.26 22.25 -17.64 0.000
H 15.25 18.86 -21.66 0.000
H 14.52 17.94 -23.03 0.000
H 14.34 17.36 -21.42 0.000
H 11.89 17.50 -21.64 0.000
H 12.07 17.83 -23.39 0.000
H 10.12 18.85 -22.97 0.000
H 11.32 20.14 -22.63 0.000
H 11.29 19.55 -20.41 0.000
H 8.53 20.27 -21.02 0.000
H 9.89 21.29 -21.17 0.000
H 10.28 21.18 -18.86 0.000
H 9.29 19.86 -18.43 0.000
H 7.66 21.61 -17.00 0.000
H 7.68 23.17 -17.72 0.000
H 9.20 22.44 -17.12 0.000
C 11.15 27.02 -7.03 0.000
O 11.30 27.11 -8.46 0.000
C 10.67 28.24 -9.02 0.000
C 10.87 28.27 -10.54 0.000
N 10.11 29.36 -11.19 0.000
C 10.61 29.56 -12.54 0.000
C 10.11 28.66 -13.71 0.000
O 8.73 28.63 -13.75 0.000
C 8.14 27.74 -14.74 0.000
H 11.48 27.96 -6.59 0.000
H 11.86 26.29 -6.64 0.000
H 10.12 26.82 -6.72 0.000
H 10.98 29.22 -8.64 0.000
H 9.60 28.21 -8.82 0.000
H 10.46 27.36 -11.00 0.000
H 11.94 28.39 -10.73 0.000
H 10.40 30.18 -10.67 0.000
H 11.68 29.34 -12.47 0.000
H 10.51 30.60 -12.84 0.000
H 10.36 27.61 -13.55 0.000
H 10.54 28.85 -14.69 0.000
H 7.07 27.90 -14.88 0.000
H 8.38 26.77 -14.31 0.000
H 8.65 27.84 -15.70 0.000
C 7.80 22.54 -6.98 0.000
O 7.71 23.71 -7.78 0.000
C 8.95 24.04 -8.48 0.000
C 8.63 25.28 -9.40 0.000
N 7.78 24.96 -10.58 0.000
C 7.39 26.13 -11.41 0.000
C 6.04 25.78 -12.12 0.000
O 4.95 25.40 -11.23 0.000
C 3.84 24.83 -11.92 0.000
H 6.84 22.36 -6.51 0.000
H 8.55 22.68 -6.21 0.000
H 7.88 21.67 -7.64 0.000
H 9.32 23.26 -9.15 0.000
H 9.74 24.40 -7.83 0.000
H 9.55 25.70 -9.79 0.000
H 8.14 26.08 -8.84 0.000
H 6.89 24.69 -10.19 0.000
H 8.15 26.36 -12.15 0.000
H 7.24 27.04 -10.83 0.000
H 6.27 25.08 -12.92 0.000
H 5.81 26.65 -12.74 0.000
H 3.37 25.52 -12.62 0.000
H 3.02 24.54 -11.27 0.000
H 4.05 23.98 -12.57 0.000
C 3.00 25.60 -20.27 0.006
O 3.21 26.71 -21.08 0.018
C 3.46 26.44 -22.51 0.010
C 4.96 26.05 -22.88 0.078
N 5.35 24.65 -22.66 0.661
C 4.60 23.64 -23.42 0.066
C 5.35 22.26 -23.54 0.000
O 5.08 21.46 -22.38 0.012
C 5.89 21.82 -21.36 0.010
H 3.84 24.92 -20.40 0.003
H 2.02 25.24 -20.59 0.001
H 2.91 26.02 -19.27 0.001
H 3.34 27.41 -22.99 0.000
H 2.73 25.77 -22.97 0.000
H 5.64 26.74 -22.38 0.004
H 5.19 26.22 -23.94 0.045
H 6.32 24.47 -22.85 0.017
H 4.37 23.93 -24.44 0.033
H 3.65 23.38 -22.95 0.016
H 6.42 22.34 -23.70 0.000
H 4.84 21.72 -24.33 0.000
H 5.45 22.66 -20.83 0.005
H 6.94 22.02 -21.53 0.000
H 5.96 20.99 -20.65 0.003
C 6.43 28.28 -19.59 0.000
C 5.31 29.27 -19.88 0.000
O 4.68 29.04 -21.07 0.000
O 7.53 28.34 -20.54 0.001
H 6.20 27.23 -19.75 0.000
H 6.78 28.40 -18.56 0.000
H 5.67 30.29 -19.76 0.000
H 4.61 29.33 -19.04 0.000
H 4.19 28.22 -20.93 0.000
H 8.01 27.51 -20.50 0.000
C 4.98 26.37 -16.61 0.000
C 3.66 25.50 -16.45 0.000
O 3.54 24.79 -15.22 0.000
O 6.08 25.46 -16.81 0.000
H 5.15 27.06 -15.79 0.000
H 4.89 27.06 -17.45 0.000
H 3.58 24.68 -17.17 0.000
H 2.81 26.15 -16.63 0.000
H 3.77 23.87 -15.36 0.000
H 6.22 24.86 -16.08 0.000
```

---

Below is C40H40CsN11S2Sb2Se4 as an isolated structure in a non-equilibrium geometry, with properties calculated with the ωB97M-V functional and the def2-TZVPD basis.

Its spin multiplicity is 1. The charge is -2. The HOMO energy (alpha / beta) is -0.1018 / -0.0947 Ha. Its energy above the lowest of the compared OMol25 structures with the same formula, charge and spin is 669.9 kJ/mol. As for the orbital gap (alpha / beta): 5.998 / 5.702 eV.

```
100
Properties=species:S:1:pos:R:3:mulliken_charge:R:1
Cs -1.83 -1.20 1.83 0.892
N 0.68 1.00 -1.28 0.425
C -0.53 0.71 -0.74 -1.982
N -1.25 1.53 -0.05 -0.252
C -0.77 2.82 0.18 0.293
N -1.46 3.69 0.82 -0.390
N -2.75 3.30 1.11 -0.714
C -2.91 2.67 2.19 -0.330
C -4.23 2.08 2.54 0.328
C -5.07 2.64 3.49 -0.373
C -6.25 1.98 3.80 -0.398
C -6.53 0.78 3.18 -0.653
C -5.61 0.29 2.25 -0.018
N -4.49 0.93 1.93 -0.069
C 0.60 3.16 -0.27 0.467
C 1.21 4.38 0.00 -0.373
C 2.49 4.65 -0.44 -1.372
C 3.18 3.68 -1.18 0.227
C 2.60 2.46 -1.46 0.595
C 1.30 2.20 -1.01 -0.637
H 1.23 0.23 -1.64 -0.707
H -0.89 -0.29 -0.93 1.741
H -2.06 2.42 2.83 0.328
H -4.80 3.57 3.97 0.415
H -6.92 2.38 4.55 0.383
H -7.40 0.18 3.42 0.359
H -5.80 -0.66 1.77 0.331
H 0.64 5.12 0.57 0.636
H 2.95 5.60 -0.22 0.349
H 4.19 3.87 -1.51 0.864
H 3.13 1.70 -2.01 -0.026
C -6.37 -3.94 -0.60 -0.869
C -5.72 -3.54 -1.87 0.859
N -6.13 -3.80 -3.07 -0.862
N -5.19 -3.21 -3.88 0.216
C -4.21 -2.58 -3.22 0.055
S -2.89 -1.78 -3.86 -0.409
N -4.56 -2.79 -1.91 0.369
N -3.84 -2.32 -0.82 -0.444
H -7.24 -4.57 -0.83 0.331
H -6.72 -3.08 -0.03 0.190
H -5.68 -4.48 0.04 0.199
H -5.25 -3.28 -4.88 0.165
H -4.50 -2.06 -0.10 0.004
H -3.29 -3.09 -0.43 0.151
Se -7.19 -3.22 3.20 -0.728
Sb -4.79 -3.37 3.68 1.010
Se -3.43 -4.43 1.94 -0.699
Se -3.68 -1.43 4.65 -0.645
Se -5.33 -5.06 5.47 -0.471
C 2.19 3.82 3.13 -0.886
C 1.56 2.51 3.47 0.683
C 1.61 1.74 4.62 -1.330
C 0.82 0.60 4.33 0.516
N 0.33 0.67 3.11 0.034
N 0.79 1.83 2.61 0.368
C 0.51 -0.57 5.21 -1.248
H 2.63 4.27 4.02 0.401
H 1.45 4.51 2.72 0.248
H 2.98 3.69 2.39 -0.022
H 2.13 1.97 5.53 0.410
H 0.58 2.06 1.65 -0.350
H 1.06 -0.50 6.15 0.341
H 0.78 -1.50 4.72 0.258
H -0.56 -0.62 5.44 0.195
S 1.18 -1.09 -0.11 -0.357
Sb 3.26 -1.42 -1.03 0.875
C 3.06 -0.31 -2.89 0.128
C 1.86 -0.39 -3.60 0.113
C 1.67 0.31 -4.78 -0.867
C 2.70 1.10 -5.29 -0.546
C 3.90 1.18 -4.61 -0.364
C 4.08 0.48 -3.42 -0.258
C 4.50 0.35 -0.25 -0.391
C 5.88 0.25 -0.14 -0.560
C 6.65 1.35 0.20 -0.754
C 6.04 2.58 0.44 -1.392
C 4.66 2.68 0.35 -0.545
C 3.89 1.57 0.02 1.511
C 2.91 -3.33 -2.20 0.358
C 1.62 -3.73 -2.54 -0.216
C 1.42 -4.87 -3.29 -0.731
C 2.50 -5.64 -3.70 -0.420
C 3.79 -5.26 -3.35 -0.448
C 3.99 -4.11 -2.59 -0.648
H 1.05 -1.00 -3.20 0.499
H 0.73 0.24 -5.31 0.441
H 2.55 1.65 -6.21 0.377
H 4.71 1.79 -5.00 0.388
H 5.02 0.57 -2.89 0.223
H 6.37 -0.70 -0.34 0.315
H 7.73 1.26 0.29 0.353
H 6.63 3.44 0.71 0.374
H 4.17 3.64 0.52 0.641
H 2.81 1.65 -0.04 -0.211
H 0.77 -3.15 -2.19 0.374
H 0.41 -5.17 -3.56 0.406
H 2.34 -6.54 -4.29 0.337
H 4.64 -5.86 -3.65 0.361
H 5.00 -3.82 -2.31 0.254
```